{
  "formula": "C5H20FeN10O9S",
  "method": "ωB97M-V with the def2-TZVPD basis set",
  "elements": ["Fe", "O", "C", "C", "C", "O", "H", "H", "O", "N", "H", "H", "H", "H", "H", "H", "C", "H", "H", "H", "H", "O", "H", "N", "N", "N", "H", "H", "H", "N", "O", "N", "O", "N", "S", "N", "H", "H", "O", "N", "H", "C", "O", "O", "N", "H"],
  "positions_angstrom": [[-0.348094, -0.358572, 0.154232], [-0.415504, -1.557402, 1.844802], [3.005186, -0.686042, 0.716732], [0.161586, 1.681458, -2.265408], [-2.873234, 1.620178, -0.161828], [-0.722574, 2.593618, 2.840132], [-0.617104, -2.083012, -4.172448], [0.860436, -3.893832, 3.540632], [0.176076, 0.637138, -1.630338], [-1.215964, -3.456222, -2.454278], [4.341626, -0.068912, 2.127592], [-4.319254, 0.775008, -1.129888], [2.805726, 0.785518, 1.881302], [-0.040274, 2.694708, -3.977688], [4.781576, -1.610682, 0.774312], [-1.695164, 2.834288, 0.763152], [0.015336, -2.182952, 2.784632], [0.146956, 3.030358, -0.779158], [0.079146, 3.539208, -2.482108], [-0.985644, -3.727482, -3.399518], [-3.275674, 3.493678, 0.599542], [-2.158144, 0.654278, -0.118768], [0.243346, 0.950658, -4.091678], [-2.584864, 2.827308, 0.285152], [0.643946, -3.331752, 2.729882], [3.829626, -1.594452, 0.437212], [0.647826, -2.258862, 4.744752], [3.509776, -2.162212, -0.334438], [-4.602834, 2.454168, -0.516588], [-4.075324, 1.596478, -0.595308], [0.583276, 3.526828, 1.006322], [0.067996, 2.827618, -1.765448], [0.131016, 1.250168, 1.116382], [0.131426, 1.795888, -3.550218], [0.433376, 2.375308, 1.912012], [-0.746184, -1.593192, -3.298658], [-1.332134, -4.066602, -1.658008], [-0.611754, -0.594142, -3.235958], [1.894376, -0.545802, 0.128632], [0.082356, -1.734422, 4.092602], [-0.182724, -0.785862, 4.316382], [-0.841074, -2.260202, -2.193728], [1.735876, 2.195848, 2.587702], [-0.782124, -1.845932, -1.049348], [3.465896, 0.059848, 1.641152], [0.651896, -3.801012, 1.835552]],
  "forces_ev_per_angstrom": [[1.6177, 1.7337, -0.0773], [-0.9335, 3.1909, -3.7642], [-2.9612, 1.5571, -0.4251], [-0.4764, -1.0710, 1.1936], [-0.0783, 2.8077, 1.6238], [1.3721, -0.7053, -0.9992], [-0.0279, 0.0527, -0.3693], [0.2088, 0.1621, 0.1344], [0.2553, -2.6989, 0.4569], [-0.7130, -3.6373, 0.8647], [-0.4703, 0.0941, -0.2065], [-0.7375, 0.3627, 0.1024], [0.1555, 1.1297, 1.0191], [0.1651, -0.7348, -0.3267], [-0.4007, -0.1519, -0.3214], [0.0428, 0.7821, 0.5525], [-1.7809, -0.8784, 2.1938], [0.2438, 0.4643, 0.8089], [0.0761, 0.6712, 1.3323], [-0.2956, -1.2361, -0.1711], [0.2303, -0.2802, -0.1357], [2.3558, -3.6337, -0.3773], [0.0150, 0.5218, -0.4419], [2.5875, 1.2554, 1.1680], [1.5722, -3.2394, -0.8414], [2.6042, -5.6349, -3.3159], [1.3351, -0.7456, 1.3519], [0.7431, -0.4384, -0.0012], [-0.3215, -0.7005, -0.6353], [-3.9818, -1.4832, -2.0617], [-0.7166, -0.0181, -0.9360], [-0.3086, 5.0493, 2.4574], [-1.6805, -6.4009, -3.8700], [0.2213, -2.1829, -5.0914], [1.3538, 6.9185, 5.3252], [0.9808, 3.8569, -1.5068], [0.2411, -0.5943, -0.3613], [0.2616, -0.3411, -0.0687], [-0.1938, -0.5968, 0.1870], [-0.7829, 1.5311, 0.1748], [-0.1657, 0.8239, 0.0970], [-1.0325, 0.0544, -1.3793], [-0.7268, -1.0277, 0.0572], [0.4680, 1.7692, 3.8415], [-0.6028, 3.7495, 3.0082], [0.2820, -0.1070, -0.2661]],
  "spin_multiplicity": 9,
  "relative_energy_ev": 4.812,
  "e_homo_ev": [-2.486, -8.009]
}

***

{
  "formula": "C5H20N10O5",
  "method": "ωB97M-V with the def2-TZVPD basis set",
  "elements": ["H", "H", "N", "C", "H", "N", "N", "H", "H", "H", "N", "C", "H", "N", "O", "H", "N", "H", "C", "H", "H", "H", "H", "H", "C", "O", "H", "O", "N", "H", "N", "H", "N", "C", "H", "H", "O", "H", "N", "O"],
  "positions_angstrom": [[0.337465, -2.283692, -1.488952], [-4.533223, -2.652157, 0.679053], [1.666191, 1.344058, -0.421452], [0.749676, 0.517527, -0.959831], [-3.142769, -0.945083, 0.494081], [-3.779045, -3.317473, 0.661334], [0.817019, 0.251916, -2.294141], [-1.627269, -4.937217, -2.393154], [0.176943, 4.842479, -1.632234], [-1.790692, 3.308981, 1.568054], [3.795188, 1.170787, 2.503339], [-2.477172, -2.889297, 0.715326], [-1.445047, -1.125661, 0.296430], [-0.441897, 4.182233, -1.202433], [-1.514984, -3.631336, 0.805813], [-0.019873, -0.118329, -2.705571], [0.700883, -2.775825, -2.288443], [-3.992850, -4.176270, 1.140356], [0.058006, -3.888092, -2.734756], [1.505296, 1.470093, 0.564052], [-0.908051, -4.170532, -0.995014], [2.441540, 1.775339, -0.886790], [3.554750, 0.243269, 2.207156], [-0.800319, 3.415075, -1.738591], [2.869402, 2.052238, 3.032920], [-0.821562, 5.475659, 0.641815], [1.550198, -2.412550, -2.671399], [3.095628, 3.236818, 3.129930], [-1.045865, -4.221732, -1.998410], [-1.272123, 2.351624, 0.272030], [-2.335775, -1.540505, 0.555311], [1.410724, 0.555290, 3.196336], [1.765001, 1.422922, 3.553072], [-0.904596, 4.412651, 0.066850], [4.724726, 1.507286, 2.336599], [1.186129, 2.026439, 4.109801], [0.494648, -4.528486, -3.679249], [1.606415, 0.627182, -2.786413], [-1.430854, 3.278794, 0.631669], [-0.221862, 0.145577, -0.284492]],
  "forces_ev_per_angstrom": [[-0.0597, -0.0131, -0.0485], [0.1467, 0.1013, 0.0186], [0.0576, -0.4935, 0.5524], [-1.3421, 0.6676, -0.4966], [0.0472, -0.0580, -0.0802], [-0.4083, -0.4806, 0.3649], [0.6318, 0.2984, 1.0166], [0.2169, -0.3270, 0.2110], [-0.2274, 0.1988, -0.0193], [0.0574, 0.3667, -0.0061], [-0.1950, 0.1423, -0.3295], [0.0919, 1.1326, -0.5961], [-0.1878, -0.2353, 0.1348], [0.1597, -0.0638, -0.2886], [0.0757, -0.4516, 0.2877], [0.2410, -0.1408, -0.3858], [-0.3328, 0.8643, 0.9874], [0.1874, -0.1171, -0.1232], [1.1080, -0.8289, -0.6257], [0.4040, 0.4010, 0.0047], [-0.6343, -0.0749, 0.0220], [0.0008, -0.0176, -0.0078], [0.0799, -0.0849, 0.2306], [0.1211, -0.0109, -0.0623], [0.8772, -0.8181, 0.1722], [0.0029, 0.0831, -0.0299], [0.0818, -0.4847, -0.3180], [-0.1499, 0.1257, 0.2049], [0.0241, 0.4994, 0.0344], [0.1854, 0.1049, -0.1751], [-0.0515, 0.0612, 0.1063], [0.0025, -0.0854, 0.1813], [-0.1638, 0.6183, -0.0227], [0.2444, -0.3793, 0.2939], [-0.0909, 0.1389, -0.2347], [-0.3726, -0.1160, -0.2519], [-0.5126, 0.2006, -0.2980], [-0.3194, -0.1590, -0.6115], [-0.4998, -0.4328, 0.2729], [0.5024, -0.1315, -0.0850]],
  "smiles": "NC(N)=O.NC(N)=O.NC(N)=O.NC(N)=O.NC(N)=O",
  "spin_multiplicity": 1,
  "relative_energy_ev": 0.776,
  "e_homo_ev": -9.310
}

***

{
  "formula": "C5H20N10O5",
  "method": "ωB97M-V with the def2-TZVPD basis set",
  "elements": ["H", "H", "H", "O", "H", "H", "C", "C", "O", "H", "H", "N", "H", "N", "H", "N", "N", "H", "H", "H", "C", "N", "O", "N", "H", "C", "H", "H", "N", "N", "N", "O", "N", "H", "H", "H", "C", "H", "H", "O"],
  "positions_angstrom": [[-7.672829, 9.643253, 1.379263], [-9.891441, 8.851494, 1.142396], [-6.866912, 9.170050, -5.454567], [-8.217169, 11.785018, -6.027796], [-6.206914, 0.057733, -3.443431], [-6.714440, 4.026151, -3.418757], [-6.220814, 1.971071, -3.383775], [-3.251596, 9.344971, -4.667268], [-6.013363, 6.202472, -3.068739], [-1.743886, 10.402726, -5.519580], [-6.916962, 10.236573, 0.003573], [-4.519343, 9.633438, -4.489447], [-6.828402, 11.083421, -7.935731], [-7.790948, 9.959857, 0.427465], [-7.876602, 2.830471, -2.999170], [-6.065337, 8.278263, -2.276625], [-7.852975, 7.226868, -2.319328], [-4.893144, 10.538860, -4.735589], [-6.410786, 9.575492, -7.125161], [-5.082225, 8.960542, -3.988979], [-6.638128, 7.216300, -2.698051], [-6.958232, 3.047841, -3.358963], [-4.989870, 2.160673, -3.471854], [-6.794386, 0.849205, -3.223096], [-10.602255, 8.903233, -0.415998], [-7.553593, 10.797073, -6.150177], [-7.817176, 9.931626, -4.171248], [-7.796007, 0.795115, -3.105091], [-2.741025, 10.295914, -5.399572], [-7.404650, 9.944808, -5.093067], [-6.879101, 10.470304, -7.134724], [-2.628246, 8.315542, -4.191041], [-9.834286, 9.166978, 0.184635], [-8.202693, 8.121999, -2.008633], [-6.702632, 9.043033, -2.106123], [-8.194424, 6.280161, -2.234133], [-8.813278, 9.772422, -0.392587], [-5.091025, 8.277973, -2.010492], [-3.364626, 11.089847, -5.429408], [-8.886407, 10.028353, -1.581208]],
  "forces_ev_per_angstrom": [[-0.6442, -0.1282, -0.3274], [0.2740, 0.2229, -0.2550], [-0.2513, -0.6307, 1.5756], [-1.4792, 2.5158, -0.4496], [-0.5159, -0.1298, 0.3064], [0.8726, -0.2829, 0.1202], [6.5407, 4.8692, -0.2423], [2.9287, -4.8397, 2.5062], [-0.8406, 0.7094, -0.4299], [-0.3080, 0.0174, 0.1153], [-0.2251, 0.2026, 0.0466], [-3.0961, -0.8858, 1.2073], [-0.0570, -0.3497, 0.1462], [3.1322, 1.0918, 0.4610], [-0.2966, 0.8768, -0.2524], [3.4260, 5.3319, 0.4940], [-5.2334, -1.3457, -0.2103], [-0.3146, -0.5689, 0.1993], [0.1714, 0.4215, -0.6556], [-0.0779, 0.4156, -0.0293], [3.7093, -5.4758, -0.1598], [-4.4086, 1.6555, 0.4501], [-0.4061, -1.5906, -0.4935], [-2.0360, -4.7961, 0.4020], [0.1372, 0.2171, 0.1437], [-3.8404, 1.7963, 7.1107], [-0.3296, 0.3876, -0.6314], [0.3880, -0.4794, -0.2710], [2.2860, 2.3951, -1.9329], [1.1423, -1.8943, -0.2927], [4.4014, -2.2110, -6.7795], [-2.1783, 3.3513, -1.6511], [-2.7870, -1.4155, 1.0528], [-1.1575, -0.7934, 0.3022], [0.8837, 0.4422, 0.4784], [-1.1081, 0.6592, -0.0089], [-0.8897, -0.7992, 0.2364], [-0.1359, 0.2239, -0.4040], [1.0795, 0.3262, -0.6218], [1.2441, 0.4876, -1.2561]],
  "smiles": "NC(N)=O.NC(N)=O.NC(N)=O.NC(N)=O.NC(N)=O",
  "spin_multiplicity": 1,
  "relative_energy_ev": 4.482,
  "e_homo_ev": -8.716
}

***

no.,DFT total energy (hartree)
1,-3088.93207
2,-1126.47275
3,-1126.33653